Entry P
Computed, not measured: a cluster of 2 separate species, C2H3FO2 in total, with ωB97M-V/def2-TZVPD.

Computed properties:
- SMILES string = O=C1CO1.F
- charge = 0
- gap between HOMO and LUMO (eV) = 12.00
- LUMO energy (eV) = 0.621

Structure (XYZ):
```
8
C2H3FO2 (ωB97M-V/def2-TZVPD)
O -0.7497 0.4187 1.5140
C 0.0426 -0.2335 0.7206
O 1.0080 -0.8953 0.6733
F 1.9440 -0.6594 -1.8619
H 1.8087 -0.9801 -0.9341
H -2.0801 0.2557 -0.1811
H -0.9071 1.5538 -0.0597
C -1.0665 0.5401 0.1288
```

Table of Löwdin atomic charges, one value per atom, all in e:
1 O 0.1254
2 C -0.4494
3 O 0.1590
4 F -0.1484
5 H 0.0803
6 H 0.1235
7 H 0.0919
8 C 0.0177

=====

Entry Q
Computed, not measured: a structure of composition C2H3FO2, with ωB97M-V/def2-TZVPD.

Computed properties:
- charge = 0
- gap between HOMO and LUMO (eV) = 9.91
- LUMO energy (eV) = 0.441

Structure (XYZ):
```
8
C2H3FO2 (ωB97M-V/def2-TZVPD)
H 1.5042 0.7084 -0.3087
H -1.4592 1.1548 1.2445
F -1.4797 -0.9669 -0.4865
O -0.8562 1.0999 0.4983
H 1.2942 -0.9110 -1.1878
C -0.6004 0.0104 -0.1754
C 0.8986 -0.2199 -0.4258
O 0.6985 -0.8755 0.8414
```

Table of Löwdin atomic charges, one value per atom, all in e:
1 H 0.1170
2 H 0.1482
3 F 0.1187
4 O 0.1471
5 H 0.1141
6 C -0.3218
7 C -0.1730
8 O -0.1503

=====

Stability comparison, relative energies in kcal/mol: entry P 0.0; entry Q 28.1

=====

Entry P
Computed, not measured: the molecule C3H6ClNS, with ωB97M-V/def2-TZVPD.

Computed properties:
- SMILES string = CCNC(=S)Cl
- charge = 0
- gap between HOMO and LUMO (eV) = 8.79
- LUMO energy (eV) = -0.354

Structure (XYZ):
```
12
C3H6ClNS (ωB97M-V/def2-TZVPD)
S -1.5425 -3.6527 0.4424
C 0.1221 -0.0668 -0.9719
H 0.8399 -0.7541 -0.9354
C -1.7931 -2.0676 0.5725
Cl -3.2244 -1.1311 0.3064
H -1.4140 0.6801 0.3907
C -0.3812 0.1542 0.5470
N -0.6022 -1.1607 1.2831
H 0.2973 -1.7090 1.2138
H -0.6797 -0.4651 -1.5374
H 0.4941 0.8126 -1.4210
H 0.1918 0.7788 1.2039
```

Table of Löwdin atomic charges, one value per atom, all in e:
1 S 0.6513
2 C -0.0625
3 H 0.0119
4 C -1.2352
5 Cl 0.6394
6 H 0.0839
7 C -0.2685
8 N -0.0984
9 H 0.0897
10 H 0.0495
11 H 0.0561
12 H 0.0826

=====

Entry Q
Computed, not measured: a structure of composition C3H6ClNS, with ωB97M-V/def2-TZVPD.

Computed properties:
- charge = 0
- gap between HOMO and LUMO (eV) = 9.01
- LUMO energy (eV) = 0.711

Structure (XYZ):
```
12
C3H6ClNS (ωB97M-V/def2-TZVPD)
Cl 0.3409 -0.5507 -0.8870
H 0.7467 1.0608 -0.8836
S 1.2252 1.6478 1.3900
C 0.5257 1.7721 -0.0863
H -0.6244 3.4261 0.1991
C -0.4307 -2.9016 0.1830
H -0.7444 2.7316 -1.3918
N -0.3490 2.7120 -0.4633
H -0.5317 -3.5885 1.0177
H -0.7958 -3.2132 -0.7895
C 0.1314 -1.7190 0.3781
H 0.5062 -1.3775 1.3336
```

Table of Löwdin atomic charges, one value per atom, all in e:
1 Cl 0.7388
2 H -0.1441
3 S 0.5660
4 C -0.9376
5 H 0.0942
6 C -0.0653
7 H 0.1027
8 N 0.0359
9 H 0.0600
10 H 0.0557
11 C -0.5539
12 H 0.0477

=====

Stability comparison, relative energies in kcal/mol: entry P 0.0; entry Q 15.5

=====

Entry P
Computed, not measured: a cluster of 2 separate species, C2H2N4O in total, with ωB97M-V/def2-TZVPD.

Computed properties:
- SMILES string = N#CN=O.N#CN
- charge = 0
- gap between HOMO and LUMO (alpha / beta) (eV) = 7.71 / 7.68
- LUMO energy (alpha / beta) (eV) = -2.452 / -2.451

Structure (XYZ):
```
9
C2H2N4O (ωB97M-V/def2-TZVPD)
O 2.9050 3.8977 -0.5011
C -0.1871 1.4588 0.2206
N -0.6772 2.4941 0.3403
N 2.8370 0.8173 0.7581
H 0.5770 -0.3444 0.9159
N 3.1487 3.0623 0.3261
H 0.6283 0.0176 -0.9099
N 0.1932 0.2041 0.0520
C 2.8453 1.8621 0.2641
```

Table of Löwdin atomic charges, one value per atom, all in e:
1 O 0.1059
2 C -0.4627
3 N 0.1258
4 N 0.2318
5 H 0.1442
6 N -0.0026
7 H 0.1369
8 N 0.0365
9 C -0.3158

=====

Entry Q
Computed, not measured: the molecule C2H2N4O, with ωB97M-V/def2-TZVPD.

Computed properties:
- SMILES string = OC=C1N=NN=N1
- charge = 0
- gap between HOMO and LUMO (eV) = 9.13
- LUMO energy (eV) = -1.442

Structure (XYZ):
```
9
C2H2N4O (ωB97M-V/def2-TZVPD)
H 1.3612 1.6192 -0.1980
N -0.5505 -1.0144 0.2287
N -2.3503 0.2601 -0.1903
N -1.3857 1.0536 0.1468
N -1.7682 -1.1201 -0.0625
O 2.0954 -0.3229 -0.0970
C 1.0565 0.5566 0.0273
H 1.7281 -1.2878 -0.0310
C -0.1865 0.2558 0.1760
```

Table of Löwdin atomic charges, one value per atom, all in e:
1 H 0.1645
2 N 0.0198
3 N 0.0248
4 N 0.0584
5 N 0.0215
6 O 0.0413
7 C -0.0737
8 H 0.1634
9 C -0.4200

=====

Stability comparison, relative energies in kcal/mol: entry P 42.7; entry Q 0.0

=====

Entry P
Computed, not measured: the molecule C2H2N4O, with ωB97M-V/def2-TZVPD.

Computed properties:
- SMILES string = Oc1cnnnn1
- charge = 0
- gap between HOMO and LUMO (eV) = 9.00
- LUMO energy (eV) = -1.106

Structure (XYZ):
```
9
C2H2N4O (ωB97M-V/def2-TZVPD)
H -1.9188 -0.2717 0.5922
N 0.2021 -0.3420 -2.1725
N -0.8144 -0.8571 -1.4119
C -1.0102 -0.2431 -0.1194
C 0.0231 0.3198 0.5457
N 1.0846 0.6156 -0.1717
H 1.2249 0.2497 2.4227
O 0.2507 -0.0022 1.8446
N 0.9580 0.5309 -1.5297
```

Table of Löwdin atomic charges, one value per atom, all in e:
1 H 0.1476
2 N -0.0171
3 N 0.0587
4 C -0.0379
5 C -0.4611
6 N 0.1030
7 H 0.2698
8 O -0.0158
9 N -0.0471

=====

Entry Q
Computed, not measured: a structure of composition C2H2N4O, with ωB97M-V/def2-TZVPD.

Computed properties:
- charge = 0
- gap between HOMO and LUMO (eV) = 9.03
- LUMO energy (eV) = -0.388

Structure (XYZ):
```
9
C2H2N4O (ωB97M-V/def2-TZVPD)
N -0.0890 -0.8867 0.7977
N 1.3388 0.6959 0.7053
N -0.6327 -3.0889 -0.0972
C -0.2893 -2.0834 0.3490
C 0.3616 0.7688 -0.0849
H -0.6300 1.2484 -1.7516
H -0.9180 2.2852 -0.4010
O 1.2213 -0.4904 1.3083
N -0.3629 1.5510 -0.8256
```

Table of Löwdin atomic charges, one value per atom, all in e:
1 N 0.0181
2 N 0.0802
3 N 0.1353
4 C -0.3760
5 C -0.2033
6 H 0.1268
7 H 0.1309
8 O -0.0827
9 N 0.1706

=====

Stability comparison, relative energies in kcal/mol: entry P 0.0; entry Q 14.6

=====

Entry P
Computed, not measured: the molecule C3H2N4S, with ωB97M-V/def2-TZVPD.

Computed properties:
- SMILES string = S=c1nccnnn1
- charge = 0
- gap between HOMO and LUMO (eV) = 7.73
- LUMO energy (eV) = -1.441

Structure (XYZ):
```
10
C3H2N4S (ωB97M-V/def2-TZVPD)
N 0.3858 1.1743 -0.6980
S 2.6442 -0.1548 0.3903
C -1.1570 -0.1166 0.7006
H -1.3156 1.8347 -0.3973
C 1.2657 0.1356 -0.5304
H -1.2585 0.0831 1.9852
C -0.7452 1.0234 -0.2176
N 0.8188 -1.0717 -1.1717
N -0.1225 -1.6023 -0.7108
N -0.5156 -1.3057 0.6496
```

Table of Löwdin atomic charges, one value per atom, all in e:
1 N 0.1110
2 S 0.6752
3 C -0.0852
4 H 0.0743
5 C -0.8341
6 H 0.1870
7 C -0.1389
8 N -0.0177
9 N -0.0237
10 N 0.0522

=====

Entry Q
Computed, not measured: a structure of composition C3H2N4S, with ωB97M-V/def2-TZVPD.

Computed properties:
- charge = 0
- gap between HOMO and LUMO (eV) = 8.64
- LUMO energy (eV) = -1.500

Structure (XYZ):
```
10
C3H2N4S (ωB97M-V/def2-TZVPD)
N -0.1900 1.9752 0.1588
H 0.8191 -0.2830 -1.3911
C -1.9720 -1.1487 0.0030
H 2.4924 -0.1080 1.4078
N 0.8668 1.3651 -0.0478
S 2.3868 -0.9200 0.2847
C 0.8127 -0.0507 -0.2116
C -1.0844 -0.0740 -0.0382
N -2.7816 -1.9162 -0.1968
N -1.3498 1.1602 0.0312
```

Table of Löwdin atomic charges, one value per atom, all in e:
1 N 0.0055
2 H 0.1291
3 C -0.1858
4 H -0.1084
5 N -0.0687
6 S 0.7045
7 C -0.5578
8 C -0.1828
9 N 0.1944
10 N 0.0701

=====

Stability comparison, relative energies in kcal/mol: entry P 24.5; entry Q 0.0

=====

Entry P
Computed, not measured: a cluster of 8 separate species, C8H32O8 in total, with ωB97M-V/def2-TZVPD.

Computed properties:
- SMILES string = CO.CO.CO.CO.CO.CO.CO.CO
- charge = 0
- gap between HOMO and LUMO (eV) = 10.32
- LUMO energy (eV) = 0.379

Structure (XYZ):
```
48
C8H32O8 (ωB97M-V/def2-TZVPD)
H -26.0596 16.4041 -11.6948
H -27.8330 20.6779 -11.7567
H -23.9418 18.9976 -10.8269
C -29.0134 22.2246 -15.4566
H -28.6261 15.9385 -14.5470
H -25.7058 16.2374 -13.4172
H -28.7085 21.9056 -14.4556
H -24.3284 19.2371 -12.5489
C -28.7007 18.5474 -9.2052
H -27.6200 18.5128 -13.0286
H -21.7813 18.3040 -12.0212
H -24.9122 21.3121 -17.2813
H -28.5553 21.4856 -16.1247
O -25.3123 19.3474 -16.6760
H -23.7636 23.2402 -9.9949
C -23.8733 22.6160 -10.8802
O -28.7894 17.9529 -14.2575
O -27.3305 18.8523 -9.3891
C -23.6632 18.7323 -11.8478
O -22.3094 19.1004 -12.1129
H -28.8395 16.3981 -12.8599
H -26.0839 20.6159 -11.9440
C -25.6935 20.7014 -16.8067
C -29.1525 16.6195 -13.8838
H -24.1265 23.2550 -11.7343
H -24.7519 19.2634 -15.9000
H -29.0311 17.7385 -9.8639
C -27.0223 20.2236 -12.3407
H -26.2038 13.9068 -13.0238
H -30.2261 16.4614 -13.9766
H -24.6629 15.4931 -12.1984
H -27.1646 18.8534 -10.3404
H -23.8197 17.6639 -12.0028
O -30.4205 22.2191 -15.4944
H -30.7008 22.4867 -16.3735
H -28.5913 23.2212 -15.6175
H -25.9897 21.1349 -15.8498
O -26.5477 14.5729 -12.4242
H -24.7297 21.9521 -10.6860
O -22.6714 21.9057 -11.0678
O -27.0671 18.8160 -12.2873
C -25.7083 15.7099 -12.4570
H -26.5255 20.7737 -17.5094
H -29.3384 19.4259 -9.3556
H -29.5387 18.5329 -14.0889
H -27.0986 20.5938 -13.3705
H -28.8344 18.2150 -8.1760
H -22.7683 21.3260 -11.8282
```

Table of Löwdin atomic charges, one value per atom, all in e:
1 H 0.0696
2 H 0.0903
3 H 0.0923
4 C -0.1757
5 H 0.0843
6 H 0.0801
7 H 0.0612
8 H 0.0635
9 C -0.1671
10 H 0.0360
11 H 0.0785
12 H 0.0795
13 H 0.0651
14 O -0.1118
15 H 0.0786
16 C -0.1720
17 O -0.1310
18 O -0.1327
19 C -0.1367
20 O -0.1185
21 H 0.0768
22 H 0.0546
23 C -0.1743
24 C -0.1142
25 H 0.0769
26 H 0.0700
27 H 0.0730
28 C -0.1457
29 H 0.0765
30 H 0.0848
31 H 0.0716
32 H 0.0158
33 H 0.0608
34 O -0.1115
35 H 0.0769
36 H 0.0841
37 H 0.0637
38 O -0.1134
39 H 0.0610
40 O -0.1134
41 O -0.1506
42 C -0.1858
43 H 0.0738
44 H 0.0733
45 H 0.0942
46 H 0.0683
47 H 0.0748
48 H 0.0448

=====

Entry Q
Computed, not measured: a cluster of 8 separate species, C8H32O8 in total, with ωB97M-V/def2-TZVPD.

Computed properties:
- SMILES string = CO.CO.CO.CO.CO.CO.CO.CO
- charge = 0
- gap between HOMO and LUMO (eV) = 10.44
- LUMO energy (eV) = 0.102

Structure (XYZ):
```
48
C8H32O8 (ωB97M-V/def2-TZVPD)
H -20.8564 15.4797 -3.1381
H -24.2294 11.4958 -5.5142
H -26.2684 18.2545 -1.6086
H -27.6957 18.4827 -2.6118
H -32.8221 14.7569 -2.0528
H -25.9513 12.5473 -6.7634
H -24.7466 27.4965 2.0855
C -26.6833 18.8421 -2.4276
H -27.6736 20.3104 -1.9036
H -31.1311 15.2727 3.0786
H -20.9568 14.1234 -1.2915
H -25.6324 26.3395 -0.4644
C -24.1585 12.4105 -6.1028
O -31.3746 21.5785 -0.4208
H -34.5827 13.5318 -0.9100
C -32.2956 20.5297 -0.0992
H -32.0557 25.0389 -6.3205
H -30.5832 24.5119 -5.6239
H -29.1486 16.0107 2.8334
O -20.2464 13.8394 -1.8714
H -33.9228 13.7097 -2.7850
H -28.6824 15.5465 4.4828
O -32.5546 23.8387 -4.8442
H -19.2612 15.4927 -2.6609
H -25.1295 25.2969 0.8992
H -26.0528 18.6232 -3.2894
O -24.6014 27.2934 1.1585
H -31.5172 22.1930 0.3028
H -29.2602 14.3392 3.1797
C -31.6002 24.8014 -5.3591
O -25.0963 12.4633 -7.1919
O -30.7277 15.4224 3.9368
O -34.6817 14.4608 -1.1308
H -31.5554 25.7613 -4.8446
C -33.8900 14.6572 -2.2471
C -29.3486 15.3181 3.6510
H -32.1003 23.4143 -4.1127
C -20.0493 14.7828 -2.9123
H -24.1996 13.2832 -5.4511
H -33.1578 20.6095 -0.7612
C -25.4520 26.2971 0.6098
H -31.9404 19.5112 -0.2564
H -19.9084 14.2306 -3.8414
H -32.6200 20.6963 0.9280
H -26.4028 26.4351 1.1246
H -23.1628 12.3550 -6.5429
H -34.4051 15.4517 -2.7870
O -26.7482 20.1621 -2.1117
```

Table of Löwdin atomic charges, one value per atom, all in e:
1 H 0.0695
2 H 0.0713
3 H 0.0732
4 H 0.0806
5 H 0.0735
6 H 0.0653
7 H 0.0730
8 C -0.2185
9 H 0.0800
10 H 0.0703
11 H 0.0714
12 H 0.0796
13 C -0.1617
14 O -0.1301
15 H 0.0751
16 C -0.1562
17 H 0.0714
18 H 0.0730
19 H 0.0695
20 O -0.1163
21 H 0.0751
22 H 0.0840
23 O -0.1174
24 H 0.0727
25 H 0.0704
26 H 0.0787
27 O -0.1299
28 H 0.0645
29 H 0.0754
30 C -0.1589
31 O -0.1221
32 O -0.1294
33 O -0.1176
34 H 0.0695
35 C -0.1937
36 C -0.1698
37 H 0.0618
38 C -0.1748
39 H 0.0723
40 H 0.0715
41 C -0.1633
42 H 0.0729
43 H 0.0775
44 H 0.0785
45 H 0.0702
46 H 0.0749
47 H 0.0875
48 O -0.0945

=====

Stability comparison, relative energies in kcal/mol: entry P 0.0; entry Q 47.2